Formula: C4H12N2O2
Source: the Open Molecules 2025 dataset
Level of theory: ωB97M-V/def2-TZVPD

Cartesian coordinates (Å):
C 1.673 -1.013 -0.959
N 0.352 -0.848 -0.361
C -0.365 -2.111 -0.176
C 0.263 0.098 0.902
O -0.318 -0.298 1.930
N -0.793 1.150 -0.053
C -0.542 2.568 0.141
O -2.098 0.818 0.367
H 2.301 -1.687 -0.368
H 1.557 -1.421 -1.965
H 2.165 -0.045 -1.054
H 0.210 -2.805 0.441
H -0.581 -2.546 -1.153
H -1.302 -1.952 0.350
H 1.226 0.640 0.940
H -0.348 0.256 -0.836
H -1.324 3.156 -0.340
H -0.536 2.811 1.207
H 0.434 2.819 -0.278
H -1.974 0.408 1.267

Values from the calculation:
Calculated total energy = -419.46727 hartree
LUMO energy = 0.030 Ha
SMILES = CN(C)[C@H]([O-])[N@H+](C)O
Energy relative to the best compared isomer or geometry (same formula, charge and spin) = 113.7 kcal/mol
HOMO-LUMO gap = 0.362 hartree

Mulliken atomic charge list, values in e, 8 entries: C -0.95; N -0.02; C -0.87; C -0.18; O -0.75; N -0.06; C -0.83; O -0.45

Formula: C2H4Cl2
Source: the Open Molecules 2025 dataset
Level of theory: ωB97M-V/def2-TZVPD

Cartesian coordinates (Å):
C 0.051 1.739 -0.152
C 0.034 0.291 0.335
Cl -1.554 -0.508 -0.062
Cl 1.486 -0.600 -0.062
H 0.102 1.950 -1.252
H -0.567 2.259 0.557
H 1.034 2.139 0.258
H 0.066 0.319 1.447

Values from the calculation:
Calculated total energy = -998.97207 hartree
LUMO energy = 0.033 Ha
SMILES = CC(Cl)Cl
Energy relative to the best compared isomer or geometry (same formula, charge and spin) = 12.6 kcal/mol
HOMO-LUMO gap = 0.432 hartree

Mulliken atomic charges, in units of e: C -1.00; C 0.14; Cl -0.18; Cl -0.16; H 0.30; H 0.34; H 0.31; H 0.25

Formula: C11H44O11
Source: the Open Molecules 2025 dataset
Level of theory: ωB97M-V/def2-TZVPD

Cartesian coordinates (Å):
C 0.903 14.171 21.551
O 0.587 13.591 20.304
H 0.950 13.399 22.279
H 0.213 14.976 21.801
H 1.916 14.595 21.406
H 1.312 13.009 20.111
C -5.561 14.560 23.827
O -4.755 13.480 23.493
H -5.397 15.372 23.125
H -5.351 14.919 24.830
H -6.595 14.296 23.721
H -4.507 13.576 22.586
C 2.810 16.718 23.651
O 3.028 16.709 22.240
H 1.891 16.096 23.870
H 2.564 17.685 23.971
H 3.617 16.236 24.237
H 2.209 16.997 21.830
C -1.359 11.483 22.378
O -1.968 10.193 22.505
H -1.088 11.868 23.338
H -2.077 12.197 22.000
H -0.476 11.375 21.681
H -2.485 10.275 23.331
C -1.897 14.712 24.332
O -0.540 14.866 24.453
H -2.401 14.165 25.086
H -2.126 14.166 23.320
H -2.422 15.686 24.295
H -0.152 13.988 24.654
C 0.187 11.821 26.018
O 0.773 12.605 25.004
H 0.959 11.119 26.421
H -0.555 11.197 25.661
H -0.264 12.424 26.829
H 1.092 12.039 24.261
C -4.425 17.602 22.117
O -4.932 16.925 20.992
H -4.026 18.592 21.793
H -3.672 17.062 22.678
H -5.320 17.864 22.656
H -5.489 17.538 20.520
C 3.816 12.049 25.838
O 3.150 13.281 25.824
H 3.467 11.486 25.006
H 3.671 11.528 26.760
H 4.914 12.239 25.740
H 2.212 13.067 25.752
C -3.535 10.831 25.637
O -3.112 9.578 25.119
H -3.014 11.634 25.110
H -3.203 10.918 26.660
H -4.638 11.033 25.636
H -3.707 8.855 25.455
C -2.699 14.661 20.296
O -3.863 14.584 21.157
H -2.082 13.775 20.392
H -2.040 15.482 20.464
H -3.048 14.749 19.291
H -4.401 15.392 20.969
C -0.519 17.573 22.189
O 0.453 17.380 21.248
H -1.377 16.828 22.113
H -0.999 18.515 22.204
H -0.120 17.487 23.199
H 0.188 17.711 20.359

Values from the calculation:
Calculated total energy = -1272.89437 hartree
LUMO energy = 0.008 Ha
SMILES = CO.CO.CO.CO.CO.CO.CO.CO.CO.CO.CO
Energy relative to the best compared isomer or geometry (same formula, charge and spin) = 73.3 kcal/mol
HOMO-LUMO gap = 0.350 hartree

Mulliken atomic charge list, values in e, 8 entries: C 0.23; O -0.56; H -0.01; H -0.28; H 0.42; H 0.31; C -0.26; O -0.37

Formula: C26H78BrMnNO16
Source: the Open Molecules 2025 dataset
Level of theory: ωB97M-V/def2-TZVPD

Cartesian coordinates (Å):
Mn 0.830 -1.092 -2.635
Br 3.106 -2.236 -2.120
N -0.407 -0.061 0.335
O -0.664 1.109 0.380
O -0.693 -0.825 1.330
O 0.061 -0.560 -0.674
C -2.728 1.520 -3.541
C -2.100 0.443 -2.800
O -0.872 0.036 -3.468
H -2.232 2.484 -3.428
H -3.761 1.637 -3.213
H -2.838 1.301 -4.603
H -2.734 -0.443 -2.779
H -1.841 0.723 -1.779
H -0.800 0.544 -4.280
C 0.922 -6.292 -1.257
C 0.125 -5.761 -0.129
O 0.078 -4.349 -0.102
H 0.748 -5.958 -2.280
H 0.610 -7.333 -1.334
H 2.006 -6.297 -1.137
H 0.332 -6.182 0.855
H -0.888 -6.083 -0.368
H -0.186 -4.089 0.784
C 1.803 5.807 2.198
C 2.219 5.229 3.549
O 3.489 5.684 4.056
H 1.673 6.886 2.279
H 0.800 5.542 1.863
H 2.521 5.456 1.457
H 2.377 4.157 3.435
H 1.454 5.267 4.324
H 3.296 6.429 4.630
C 2.545 -2.755 -6.072
C 1.336 -3.115 -5.218
O 0.884 -1.895 -4.741
H 3.039 -3.606 -6.542
H 3.198 -2.264 -5.351
H 2.273 -2.029 -6.837
H 1.662 -3.817 -4.450
H 0.583 -3.642 -5.805
H 0.921 -1.453 -5.591
C -3.857 -2.439 5.278
C -4.457 -1.307 4.540
O -5.877 -1.115 4.594
H -2.774 -2.324 5.232
H -4.194 -3.416 4.932
H -4.265 -2.310 6.280
H -4.121 -1.443 3.512
H -4.029 -0.347 4.829
H -5.993 -0.166 4.517
C 0.329 -4.687 3.911
C -0.963 -3.914 3.647
O -1.056 -3.670 2.288
H 0.497 -4.874 4.972
H 1.294 -4.308 3.577
H 0.113 -5.639 3.426
H -0.841 -3.002 4.232
H -1.789 -4.528 4.006
H -0.900 -2.727 2.206
C -3.939 1.336 0.947
C -4.577 2.295 -0.080
O -3.661 3.268 -0.546
H -4.679 0.868 1.596
H -3.343 1.933 1.638
H -3.307 0.518 0.602
H -5.361 2.773 0.507
H -5.032 1.688 -0.863
H -4.232 4.033 -0.651
C -2.725 -3.760 -2.365
C -1.300 -3.668 -3.005
O -0.614 -2.726 -2.284
H -3.180 -2.812 -2.080
H -2.738 -4.448 -1.519
H -3.448 -4.142 -3.085
H -1.558 -3.376 -4.023
H -0.765 -4.612 -3.111
H -0.607 -3.151 -1.423
C 2.747 2.370 -4.495
C 2.917 0.943 -4.069
O 1.836 0.725 -3.218
H 2.877 3.119 -3.714
H 1.826 2.575 -5.041
H 3.540 2.611 -5.202
H 3.837 0.793 -3.503
H 2.859 0.399 -5.012
H 1.803 1.448 -2.587
C 4.544 -1.791 3.171
C 4.165 -2.230 1.712
O 5.082 -1.730 0.740
H 3.988 -2.198 4.016
H 4.302 -0.730 3.230
H 5.603 -1.970 3.355
H 3.181 -1.845 1.444
H 3.996 -3.303 1.627
H 4.859 -2.121 -0.108
C 2.935 1.217 0.402
C 2.748 2.475 -0.455
O 1.412 2.576 -1.025
H 2.318 1.388 1.284
H 3.959 1.137 0.765
H 2.759 0.248 -0.066
H 3.533 2.365 -1.203
H 3.008 3.455 -0.055
H 0.833 2.469 -0.266
C 1.415 0.708 3.842
C 0.203 1.584 3.606
O -0.996 0.868 3.781
H 1.349 0.178 4.792
H 2.383 1.199 3.742
H 1.222 -0.078 3.112
H 0.205 1.926 2.571
H 0.235 2.483 4.222
H -0.917 0.208 3.088
C -1.396 6.530 -0.530
C -2.020 7.444 -1.536
O -3.182 8.034 -1.038
H -0.770 5.866 -1.126
H -2.004 5.732 -0.104
H -0.852 7.035 0.267
H -2.175 6.913 -2.475
H -1.194 8.096 -1.817
H -3.170 8.957 -1.301

Values from the calculation:
Calculated total energy = -6020.81156 hartree
LUMO energy (alpha / beta) = -0.007 / -0.007 Ha
Multiplicity = 6
Energy relative to the best compared isomer or geometry (same formula, charge and spin) = 10.8 kcal/mol
Expectation value of S² = 8.7524
HOMO-LUMO gap (alpha / beta) = 0.314 / 0.319 hartree

Mulliken atomic charge list, values in e, 8 entries: Mn 1.19; Br -0.78; N 0.72; O -0.83; O -0.56; O -0.03; C -1.80; C 1.12

Formula: C52H52AsGeN5NaO2S
Source: the Open Molecules 2025 dataset
Level of theory: ωB97M-V/def2-TZVPD

Cartesian coordinates (Å):
Na -1.392 0.664 0.008
C -2.652 0.771 3.177
C -1.204 1.128 3.397
C -0.727 1.563 4.668
C 0.608 1.862 4.833
C 1.474 1.688 3.751
C 0.940 1.292 2.523
N -0.385 1.005 2.374
C 1.710 1.214 1.293
C 3.107 1.321 1.355
C 3.802 1.249 0.149
C 3.079 1.206 -1.032
C 1.699 1.088 -1.003
N 1.034 1.032 0.158
C 0.972 0.923 -2.251
C 1.664 0.518 -3.417
C 0.902 0.214 -4.542
C -0.477 0.348 -4.516
C -1.091 0.790 -3.326
C -2.609 0.967 -3.204
N -0.350 1.065 -2.233
H -3.112 0.332 4.094
H -2.705 0.007 2.385
H -3.221 1.678 2.901
H -1.431 1.607 5.485
H 1.018 2.199 5.796
H 2.540 1.873 3.876
H 3.610 1.439 2.317
H 4.886 1.285 0.126
H 3.552 1.298 -2.002
H 2.741 0.414 -3.438
H 1.401 -0.147 -5.427
H -1.075 0.156 -5.402
H -3.030 1.243 -4.185
H -2.836 1.774 -2.465
H -3.077 0.043 -2.863
C -6.287 -0.900 0.087
C -6.378 0.581 0.175
C -7.573 1.275 0.341
C -7.455 2.651 0.348
N -6.313 3.297 0.192
C -5.190 2.563 0.174
S -3.646 3.361 0.230
N -5.216 1.225 0.118
H -7.121 -1.303 -0.490
H -6.307 -1.376 1.080
H -5.324 -1.175 -0.398
H -8.535 0.776 0.414
H -8.301 3.326 0.373
C -0.823 5.605 1.371
As -0.269 4.038 0.294
C 1.690 4.415 0.402
C -0.792 4.688 -1.566
C 0.250 5.507 -2.260
C 0.164 6.930 -2.334
C 1.144 7.664 -2.974
C 2.288 7.019 -3.428
C 2.418 5.650 -3.394
C 1.402 4.903 -2.801
H -0.634 6.571 0.895
H -0.246 5.543 2.312
H -1.875 5.452 1.596
H 1.826 5.460 0.094
H 2.203 3.750 -0.321
H 2.058 4.237 1.439
H -1.674 5.320 -1.353
H -1.122 3.789 -2.098
H -0.686 7.451 -1.863
H 1.071 8.744 -3.084
H 3.105 7.593 -3.822
H 3.302 5.156 -3.811
H 1.508 3.821 -2.687
O -2.218 -1.576 -0.394
C -1.257 -2.326 -0.670
O -0.005 -2.025 -0.610
C -1.620 -3.757 -1.228
C -0.250 -4.345 -1.516
Ge 1.066 -4.022 -0.009
C 0.954 -3.110 1.746
C -0.263 -3.056 2.419
C -0.328 -2.469 3.683
C 0.787 -1.876 4.248
C 2.014 -1.954 3.606
C 2.105 -2.561 2.383
C 0.951 -5.892 0.695
C -0.255 -6.553 0.893
C -0.286 -7.795 1.565
C 0.904 -8.412 1.895
C 2.135 -7.801 1.679
C 2.131 -6.526 1.129
C 2.770 -3.702 -0.874
C 3.295 -2.415 -0.944
C 4.565 -2.190 -1.447
C 5.360 -3.263 -1.869
C 4.809 -4.535 -1.927
C 3.532 -4.753 -1.432
H -2.210 -3.691 -2.140
H -2.192 -4.331 -0.495
H 0.281 -3.796 -2.328
H -0.233 -5.414 -1.758
H -1.161 -3.465 1.950
H -1.281 -2.454 4.238
H 0.702 -1.367 5.206
H 2.913 -1.582 4.100
H 3.081 -2.645 1.928
H -1.191 -6.113 0.591
H -1.201 -8.265 1.823
H 0.889 -9.384 2.364
H 3.063 -8.305 1.912
H 3.082 -6.000 1.070
H 2.690 -1.585 -0.605
H 4.934 -1.166 -1.528
H 6.393 -3.090 -2.169
H 5.384 -5.360 -2.356
H 3.132 -5.791 -1.432

Values from the calculation:
Calculated total energy = -7310.33699 hartree
LUMO energy = 0.068 Ha
Energy relative to the best compared isomer or geometry (same formula, charge and spin) = 0.0 kcal/mol
Charge = -1
HOMO-LUMO gap = 0.222 hartree

Mulliken atomic charge list, values in e, 8 entries: Na 0.49; C -1.42; C 0.41; C -0.78; C -1.13; C -0.59; C 0.16; N 1.25

Formula: C5H10N2O2S
Source: the Open Molecules 2025 dataset
Level of theory: ωB97M-V/def2-TZVPD

Cartesian coordinates (Å):
C 2.742 0.401 0.115
C 4.894 0.955 0.187
C 2.803 1.568 0.856
C 4.441 -1.158 -0.938
C -7.127 -1.420 0.254
N 4.244 1.938 0.877
N 4.041 0.065 -0.285
O -8.874 0.253 -0.941
O -6.815 1.274 -0.028
S -7.613 0.190 -0.290
H 1.902 -0.355 -0.181
H 5.950 1.007 0.031
H 2.162 2.202 1.346
H 4.821 -1.941 -0.176
H 5.314 -1.017 -1.638
H 3.641 -1.682 -1.397
H -6.487 -1.852 -0.435
H -6.651 -1.187 1.234
H -8.155 -1.983 0.301
H 4.769 2.743 1.108

Values from the calculation:
Calculated total energy = -853.99987 hartree
LUMO energy = -0.324 Ha
Energy relative to the best compared isomer or geometry (same formula, charge and spin) = 0.0 kcal/mol
Charge = +2
HOMO-LUMO gap = 0.268 hartree

Mulliken atomic charge list, values in e, 8 entries: C -0.02; C -0.08; C -0.51; C -0.74; C -0.65; N -0.06; N 0.11; O -0.29

Formula: C25H60NO14P3
Source: the Open Molecules 2025 dataset
Level of theory: ωB97M-V/def2-TZVPD

Cartesian coordinates (Å):
C 2.081 6.895 -0.589
C 2.614 5.494 -0.358
O 1.871 4.826 0.653
P 0.400 4.179 0.263
O 0.958 2.966 -0.487
O 0.167 3.360 1.689
C -0.336 2.025 1.671
C 0.782 1.053 1.993
O -0.285 5.540 1.030
C -1.622 5.441 1.525
C -1.596 5.516 3.039
H 1.076 6.863 -1.018
H 2.729 7.449 -1.272
H 2.010 7.441 0.355
H 2.599 4.912 -1.286
H 3.649 5.545 -0.016
H -0.804 1.788 0.712
H -1.114 1.954 2.436
H 1.616 1.157 1.296
H 0.426 0.020 1.959
H 1.182 1.252 2.990
H -2.106 4.522 1.182
H -2.189 6.286 1.126
H -1.075 4.659 3.469
H -2.609 5.541 3.446
H -1.058 6.408 3.370
C -0.913 -5.124 0.377
C -1.227 -3.889 -0.445
O -2.016 -4.219 -1.580
P -3.638 -4.468 -1.376
O -4.054 -3.008 -1.192
O -4.058 -4.557 -2.982
C -5.228 -3.889 -3.449
C -4.830 -2.659 -4.240
O -3.328 -6.144 -1.445
C -4.397 -7.020 -1.811
C -4.083 -7.649 -3.154
H -1.821 -5.530 0.832
H -0.204 -4.889 1.175
H -0.491 -5.910 -0.253
H -1.735 -3.133 0.164
H -0.300 -3.447 -0.814
H -5.898 -3.632 -2.625
H -5.768 -4.583 -4.100
H -4.215 -1.983 -3.642
H -5.710 -2.114 -4.588
H -4.229 -2.944 -5.107
H -5.354 -6.491 -1.835
H -4.465 -7.799 -1.048
H -4.054 -6.899 -3.946
H -4.832 -8.398 -3.418
H -3.099 -8.124 -3.136
C 1.656 -0.740 9.401
C 1.922 0.397 8.432
O 3.170 0.225 7.774
P 3.263 -0.841 6.514
O 2.539 0.005 5.466
O 4.797 -0.445 6.011
C 5.076 -0.302 4.619
C 5.233 1.167 4.277
O 3.986 -1.953 7.587
C 4.799 -2.995 7.043
C 6.238 -2.772 7.465
H 1.511 -1.682 8.864
H 0.761 -0.541 9.995
H 2.505 -0.880 10.072
H 1.114 0.482 7.697
H 1.972 1.341 8.977
H 4.303 -0.772 4.007
H 6.013 -0.828 4.415
H 4.343 1.737 4.549
H 5.422 1.302 3.210
H 6.065 1.599 4.838
H 4.708 -3.043 5.954
H 4.440 -3.945 7.450
H 6.638 -1.853 7.035
H 6.870 -3.604 7.148
H 6.308 -2.667 8.551
C -3.044 2.426 -7.995
O -3.093 2.042 -6.604
C -2.564 0.766 -6.393
O -2.228 -0.037 -7.270
C -2.445 0.306 -4.864
C -1.536 1.386 -4.084
C 0.023 1.142 -4.411
C 0.492 2.099 -5.605
C 1.293 1.357 -6.775
N 0.736 1.696 -8.137
H -2.019 2.333 -8.466
H -3.299 3.541 -8.022
H -3.848 1.923 -8.629
H -2.048 -0.742 -4.751
H -3.495 0.438 -4.438
H -1.704 1.340 -2.957
H -1.839 2.437 -4.408
H 0.584 1.398 -3.453
H 0.150 0.045 -4.682
H -0.384 2.684 -6.048
H 1.207 2.866 -5.157
H 1.303 0.225 -6.682
H 2.386 1.689 -6.703
H -0.027 1.013 -8.274
H 0.325 2.642 -8.083

Values from the calculation:
Calculated total energy = -3120.62189 hartree
LUMO energy = -0.053 Ha
SMILES = CCOP(=O)(OCC)OCC.CCOP(=O)(OCC)OCC.CCOP(=O)(OCC)OCC.COC(=O)CCCCCN
HOMO-LUMO gap = 0.274 hartree

Mulliken atomic charge list, values in e, 8 entries: C -0.99; C -0.27; O -0.29; P 1.11; O -0.65; O -0.42; C -0.22; C -1.16

Formula: ClH5N2Si
Source: the Open Molecules 2025 dataset
Level of theory: ωB97M-V/def2-TZVPD

Cartesian coordinates (Å):
H -0.450 -0.723 1.570
N 0.256 -1.285 1.058
Si 1.258 -0.677 -0.021
N 1.428 1.054 -0.238
H 2.260 -1.615 -0.431
H 0.565 1.554 -0.109
H 1.983 1.426 -0.979
Cl -4.164 0.421 -0.151
H -3.136 -0.156 -0.698

Values from the calculation:
Calculated total energy = -862.18418 hartree
LUMO energy = 0.008 Ha
SMILES = [H]/N=[SiH]\N.Cl
Energy relative to the best compared isomer or geometry (same formula, charge and spin) = 66.6 kcal/mol
HOMO-LUMO gap = 0.350 hartree

Mulliken atomic charge list, values in e, 8 entries: H 0.21; N -0.53; Si 0.42; N -0.52; H -0.07; H 0.26; H 0.23; Cl -0.25